{"formula": "C8H11F5I2IrNO2", "method": "ωB97M-V/def2-TZVPD", "gap_ev": 7.53, "charge": 2, "e_homo_ev": -16.6, "max_force_ev_per_a": 0.577, "spin_multiplicity": 1, "symbols": ["Ir", "I", "C", "I", "H", "H", "O", "C", "O", "C", "N", "C", "C", "C", "H", "H", "H", "H", "H", "H", "H", "H", "H", "F", "C", "F", "C", "F", "F", "F"], "coordinates": [[0.2030, -0.0483, 0.1884], [-1.6609, -1.4766, -0.8552], [-2.8644, 0.2166, -1.2943], [-1.5225, 1.7199, -0.6272], [-3.7647, 0.2142, -0.6872], [-3.0578, 0.3027, -2.3588], [2.1739, 0.1639, 0.7018], [2.7079, -0.0680, -0.4614], [2.0169, -0.3331, -1.4549], [4.2133, -0.0021, -0.5099], [4.6647, -0.2668, -1.9311], [5.4400, -1.5760, -1.9287], [6.0256, -1.6170, -0.5314], [4.8946, -1.0891, 0.3518], [4.5339, 1.0006, -0.2278], [5.2583, 0.4938, -2.2618], [3.8398, -0.3119, -2.5408], [6.1539, -1.5551, -2.7477], [4.7079, -2.3634, -2.1005], [6.9095, -0.9811, -0.4640], [6.3213, -2.6279, -0.2602], [5.2498, -0.6623, 1.2856], [4.1811, -1.8772, 0.5935], [0.0643, 0.9922, 2.7168], [-0.3377, -0.1402, 2.1167], [0.4240, -1.1611, 2.5752], [-1.7955, -0.4213, 2.5716], [-2.1226, -1.6854, 2.3028], [-1.9171, -0.2011, 3.8635], [-2.6543, 0.3727, 1.9104]], "atomic_forces_ev_per_a": [[-0.302, -0.398, -0.289], [-0.179, -0.315, -0.078], [-0.154, 0.059, 0.019], [0.514, 0.021, 0.165], [0.031, 0.007, 0.005], [0.025, 0.004, 0.016], [0.107, 0.074, -0.358], [-0.141, 0.244, 0.341], [0.162, 0.180, 0.098], [0.051, -0.072, -0.093], [-0.008, -0.031, 0.011], [-0.087, 0.127, -0.073], [0.018, -0.085, -0.006], [-0.011, 0.107, 0.005], [-0.036, -0.021, 0.020], [-0.010, -0.019, -0.002], [0.008, 0.003, 0.022], [0.018, -0.049, 0.027], [0.039, -0.034, 0.028], [-0.004, 0.011, -0.007], [0.027, 0.015, 0.011], [-0.021, -0.035, 0.020], [0.020, -0.026, -0.017], [-0.009, 0.090, 0.050], [-0.063, 0.316, -0.041], [0.027, -0.077, 0.031], [0.090, -0.138, 0.170], [0.010, -0.029, 0.015], [-0.018, -0.022, -0.077], [-0.105, 0.091, -0.015]], "nbo_charge": [0.620, 0.624, -0.707, 0.689, 0.276, 0.273, -0.710, 0.767, -0.681, -0.163, -0.506, -0.215, -0.430, -0.403, 0.270, 0.445, 0.465, 0.253, 0.229, 0.236, 0.271, 0.269, 0.233, -0.302, 0.499, -0.305, 0.910, -0.306, -0.266, -0.333]}

---

{"formula": "C3H9N2O", "method": "ωB97M-V/def2-TZVPD", "gap_ev": 10.74, "charge": 1, "e_homo_ev": -14.3, "max_force_ev_per_a": 4.071, "spin_multiplicity": 1, "symbols": ["N", "C", "C", "N", "C", "O", "H", "H", "H", "H", "H", "H", "H", "H", "H"], "coordinates": [[0.2011, -2.2586, 0.6245], [-0.8443, -1.1367, 0.3857], [-0.0372, 0.1118, -0.0085], [-0.7357, 1.2504, -0.3414], [0.2271, 2.2946, -0.7977], [1.2321, -0.0511, 0.0416], [0.3724, -2.3972, 1.6395], [-0.2188, -3.1354, 0.3200], [1.0757, -1.7688, 0.1395], [-1.6473, -1.0136, 1.2524], [-1.4087, -1.3571, -0.5976], [-1.5843, 1.6342, 0.0370], [1.2784, 1.8783, -0.7728], [-0.1356, 2.7869, -1.7425], [0.0796, 3.2203, -0.0668]], "atomic_forces_ev_per_a": [[-0.919, 1.736, 0.510], [-1.822, -0.192, -0.541], [0.850, 0.092, 1.885], [3.937, -0.867, -0.574], [-0.883, 3.012, 1.061], [-3.379, 0.399, -0.994], [0.175, 0.440, -0.717], [0.642, -0.061, -0.611], [-0.994, -0.872, 0.772], [2.025, -0.295, -1.772], [0.692, -0.220, 1.726], [-0.406, -0.917, 0.192], [-1.493, 0.891, -0.310], [0.710, -1.140, 0.494], [0.866, -2.006, -1.123]], "nbo_charge": [-0.724, -0.337, 0.655, -0.596, -0.456, -0.631, 0.445, 0.447, 0.502, 0.277, 0.264, 0.441, 0.267, 0.232, 0.215]}

---

{"formula": "C24H72N9O6P3S3", "method": "ωB97M-V/def2-TZVPD", "gap_ev": 8.61, "charge": 0, "e_homo_ev": -8.1, "max_force_ev_per_a": 3.764, "spin_multiplicity": 1, "symbols": ["O", "P", "N", "C", "C", "N", "C", "C", "N", "C", "C", "H", "H", "H", "H", "H", "H", "H", "H", "H", "H", "H", "H", "H", "H", "H", "H", "H", "H", "O", "P", "N", "C", "C", "N", "C", "C", "N", "C", "C", "H", "H", "H", "H", "H", "H", "H", "H", "H", "H", "H", "H", "H", "H", "H", "H", "H", "H", "O", "P", "N", "C", "C", "N", "C", "C", "N", "C", "C", "H", "H", "H", "H", "H", "H", "H", "H", "H", "H", "H", "H", "H", "H", "H", "H", "H", "H", "C", "S", "O", "C", "H", "H", "H", "H", "H", "H", "C", "S", "O", "C", "H", "H", "H", "H", "H", "H", "C", "S", "O", "C", "H", "H", "H", "H", "H", "H"], "coordinates": [[-2.5146, -10.3476, 1.8368], [-3.2189, -9.0822, 1.5629], [-4.1364, -8.5388, 2.9022], [-5.2943, -9.3375, 3.4164], [-3.6633, -7.5816, 3.8437], [-4.4495, -9.0818, 0.3056], [-4.2640, -9.8568, -0.9317], [-5.6234, -8.2685, 0.2416], [-2.2732, -7.7757, 1.1474], [-2.5735, -6.4708, 0.5048], [-0.9256, -7.9716, 1.3731], [-5.7206, -9.9361, 2.6114], [-6.1044, -8.6187, 3.5394], [-5.0264, -9.7958, 4.3684], [-4.4269, -6.8038, 3.8398], [-2.7156, -7.1164, 3.5725], [-3.4702, -7.8906, 4.8710], [-5.2575, -10.1452, -1.2750], [-3.7645, -9.3088, -1.7306], [-3.7651, -10.8015, -0.7158], [-5.8426, -7.7999, -0.7178], [-6.4556, -8.8729, 0.6025], [-5.5706, -7.3920, 0.8873], [-3.3338, -6.0278, 1.1480], [-1.6821, -5.8439, 0.4818], [-2.8864, -6.4729, -0.5393], [-0.4654, -8.2746, 0.4327], [-0.8060, -8.6905, 2.1836], [-0.6354, -7.0385, 1.8560], [-5.0769, 4.5294, -9.2608], [-5.8682, 5.6172, -8.6600], [-6.8353, 4.9423, -7.4247], [-7.9711, 4.1224, -7.7937], [-6.4452, 4.7228, -6.0137], [-6.9158, 6.6008, -9.5555], [-8.0031, 7.4726, -9.0106], [-6.8166, 6.6351, -11.1091], [-4.9102, 6.8672, -8.0174], [-3.8693, 7.4188, -8.9711], [-5.2143, 7.6226, -6.7560], [-7.8682, 3.4798, -8.6681], [-8.8557, 4.7562, -7.8556], [-8.3607, 3.4690, -7.0130], [-7.1190, 5.2185, -5.3149], [-5.3748, 4.9008, -5.9101], [-6.5975, 3.6510, -5.8866], [-8.9878, 7.1771, -9.3727], [-8.0174, 7.4374, -7.9212], [-7.7414, 8.5099, -9.2194], [-7.6972, 6.9685, -11.6583], [-6.0835, 7.3309, -11.5171], [-6.6059, 5.6482, -11.5211], [-3.2639, 6.6614, -9.4690], [-4.4742, 7.9655, -9.6945], [-3.1594, 8.1600, -8.6038], [-6.2573, 7.7349, -6.4602], [-4.8809, 8.6601, -6.7359], [-4.6397, 7.1491, -5.9599], [4.4315, -5.1906, 7.1050], [5.2024, -4.0582, 7.6258], [5.2522, -2.8940, 6.3714], [3.9301, -2.3954, 5.8718], [6.3931, -2.7169, 5.4751], [6.7874, -4.5248, 7.9452], [7.7245, -3.6255, 8.6144], [7.3015, -5.9077, 8.0362], [4.7081, -3.3077, 9.0518], [5.0278, -1.9281, 9.3793], [4.7126, -4.1240, 10.2481], [3.2210, -2.1041, 6.6467], [3.3966, -3.1527, 5.2974], [4.0152, -1.5358, 5.2070], [6.9139, -3.5373, 4.9814], [7.1886, -2.2754, 6.0754], [6.1333, -1.9171, 4.7816], [8.7627, -3.9560, 8.6465], [7.6691, -2.5518, 8.4350], [7.3311, -3.7378, 9.6248], [7.1417, -6.4274, 7.0915], [8.3814, -5.8834, 8.1828], [6.6746, -6.3999, 8.7797], [4.5742, -1.6614, 10.3338], [6.0894, -1.6906, 9.3112], [4.6681, -1.2005, 8.6517], [5.6946, -4.2770, 10.6957], [4.0381, -4.9740, 10.1453], [4.0529, -3.7187, 11.0153], [11.4231, 0.3413, -0.4679], [10.6035, -1.2986, -0.9472], [11.5879, -1.8951, -1.9855], [9.1947, -0.5834, -1.9507], [12.4617, 0.2616, -0.1471], [10.8946, 0.8390, 0.3452], [11.4877, 0.9454, -1.3728], [8.9317, 0.4708, -1.8643], [8.3760, -1.3028, -1.9322], [9.6201, -0.6849, -2.9492], [1.5607, 1.7653, -1.2471], [0.3764, 2.9631, -0.6611], [0.5088, 3.1659, 0.8704], [1.0891, 4.4688, -1.4635], [1.6250, 0.9800, -0.4939], [2.5659, 2.1717, -1.3589], [1.1691, 1.4313, -2.2079], [2.0639, 4.6439, -1.0083], [0.4804, 5.2709, -1.0462], [1.2321, 4.4585, -2.5440], [1.0072, 14.2553, 0.3584], [1.2039, 13.6295, -1.3764], [2.4547, 12.7329, -1.3661], [-0.2007, 12.4961, -1.3047], [1.3820, 15.2739, 0.4589], [1.6113, 13.5262, 0.8983], [-0.0070, 14.2556, 0.7576], [-0.3708, 12.1722, -2.3315], [-1.1423, 12.9013, -0.9342], [0.1675, 11.7321, -0.6200]], "atomic_forces_ev_per_a": [[0.036, 0.328, -0.881], [-3.386, 1.588, -0.429], [0.000, -1.802, -1.078], [0.594, 1.701, -1.165], [0.135, 1.325, -0.056], [2.008, -0.827, 0.293], [-0.266, -0.415, 0.978], [-0.384, 0.758, 1.283], [-2.163, -0.136, -0.817], [-0.758, -0.837, 0.757], [1.797, 0.067, 1.394], [0.616, -0.768, 0.323], [-0.115, 0.220, 0.670], [-0.284, -0.484, -0.274], [0.087, 0.496, 0.608], [-0.066, -0.043, -0.501], [-0.395, -0.683, 0.094], [-0.071, 0.037, -0.204], [0.156, 0.081, -0.019], [0.351, 0.165, -0.066], [0.195, -0.556, -0.424], [-0.606, 0.212, -0.340], [0.180, -0.114, 0.414], [-0.116, 0.562, -0.409], [0.058, -0.179, 0.496], [-0.383, -0.582, -0.006], [1.021, 0.210, 0.357], [0.432, -0.445, -0.471], [1.327, 0.121, -0.527], [-0.122, 0.808, -1.255], [-0.618, 0.906, 1.836], [0.399, 0.833, 0.471], [-1.365, 0.519, -0.138], [0.225, -0.807, -1.519], [-1.189, -0.685, -3.195], [1.583, -0.598, 0.303], [0.024, -0.330, 1.096], [1.054, 0.085, 1.384], [-1.568, 0.040, 0.107], [0.919, -0.470, -0.428], [0.268, 0.343, -0.218], [-0.230, 0.222, -0.885], [0.957, -0.221, 0.474], [0.357, 0.420, 0.094], [-0.217, 0.384, 0.456], [0.262, -0.074, 0.479], [0.081, 0.147, -0.215], [0.023, -0.403, 0.015], [-0.363, 0.115, -0.400], [-0.735, -0.095, 0.861], [0.558, 0.014, 0.597], [0.217, -0.058, 0.360], [-0.411, -0.291, 0.153], [0.341, 0.041, -0.625], [-0.290, -0.201, 0.928], [-0.180, -0.700, -0.336], [0.335, 0.048, -0.778], [-0.315, 0.009, 0.380], [-0.599, -0.736, 1.016], [1.358, 0.121, -1.595], [-0.887, 0.413, 0.875], [0.210, -0.738, -0.078], [0.603, 1.232, 1.112], [1.280, 0.587, -1.656], [-1.299, 0.010, 1.900], [-1.601, 0.298, -1.075], [-0.275, 0.515, -0.202], [0.071, 0.963, -1.075], [-1.596, -0.400, 0.366], [0.409, -0.043, 0.451], [0.117, -0.295, -0.090], [0.521, 0.087, 0.164], [-0.910, -0.577, -0.157], [0.303, 0.133, 0.042], [-0.029, -0.328, -0.292], [-0.181, -0.042, -0.560], [-0.077, -0.183, -0.770], [0.932, 0.632, 0.880], [-0.130, -0.072, -0.030], [-0.316, -0.136, 0.500], [0.762, -0.537, 0.317], [0.317, -0.094, 0.006], [0.253, -0.228, 0.849], [-0.663, -0.283, -0.248], [-0.039, -0.491, -0.101], [1.063, -0.986, -0.741], [0.401, 1.184, 0.191], [-0.282, -0.297, -0.372], [2.170, 0.746, -1.472], [-1.961, 0.934, 1.739], [1.046, -0.654, -0.712], [-0.113, -0.901, 0.050], [-0.345, -0.022, -0.232], [-0.419, 0.060, -0.003], [-0.078, -0.224, 0.721], [-0.153, 0.354, 0.408], [0.135, 0.004, -0.126], [0.592, 0.080, 0.191], [-0.346, 1.071, 1.973], [0.248, -0.297, -2.825], [0.415, -0.177, 1.311], [-0.327, -0.147, -0.226], [-0.056, 0.157, -0.040], [0.148, -0.271, 0.084], [0.188, -0.294, 0.070], [-0.270, 0.049, -0.614], [-0.592, -0.171, 0.074], [0.233, -0.292, -0.251], [1.153, -0.379, 0.546], [-2.030, 1.325, 0.118], [0.153, -0.047, -0.065], [0.318, -0.218, -0.156], [0.086, 0.237, 0.248], [-0.105, -0.202, -0.398], [0.183, -0.441, 0.205], [0.252, 0.398, 0.063], [-0.244, -0.383, -0.308]], "lowdin_charge": [-0.279, 0.586, -0.315, -0.084, -0.146, -0.310, -0.113, -0.163, -0.342, -0.064, -0.174, 0.070, 0.073, 0.084, 0.081, 0.074, 0.082, 0.074, 0.074, 0.075, 0.083, 0.075, 0.069, 0.075, 0.078, 0.075, 0.098, 0.079, 0.085, -0.288, 0.533, -0.306, -0.137, -0.101, -0.279, -0.106, -0.080, -0.289, -0.088, -0.114, 0.086, 0.068, 0.076, 0.081, 0.075, 0.072, 0.076, 0.056, 0.077, 0.065, 0.057, 0.067, 0.073, 0.057, 0.073, 0.061, 0.071, 0.063, -0.283, 0.529, -0.284, -0.107, -0.118, -0.303, -0.125, -0.082, -0.294, -0.122, -0.134, 0.071, 0.072, 0.071, 0.078, 0.056, 0.075, 0.081, 0.064, 0.057, 0.077, 0.076, 0.080, 0.087, 0.056, 0.071, 0.079, 0.090, 0.079, -0.250, 0.850, -0.598, -0.254, 0.044, 0.041, 0.043, 0.048, 0.037, 0.039, -0.292, 0.826, -0.576, -0.257, 0.054, 0.051, 0.050, 0.048, 0.042, 0.055, -0.251, 0.827, -0.576, -0.282, 0.041, 0.048, 0.044, 0.044, 0.051, 0.055]}